# 1
Below is a structure of composition C39H45N9O5PS5Sr at a distorted geometry, with properties calculated with ωB97M-V/def2-TZVPD.

```
105
Properties=species:S:1:pos:R:3
Sr 0.06 0.26 -1.19
C -0.20 5.30 -1.63
C -0.46 5.84 -0.36
C -0.71 5.01 0.68
C -0.70 3.59 0.49
N -0.47 3.07 -0.75
C -0.22 3.92 -1.74
C -0.96 2.68 1.61
C -1.25 3.22 2.87
C -1.71 2.35 3.85
C -1.72 1.02 3.63
C -1.44 0.54 2.30
N -0.93 1.36 1.35
C -1.85 -0.85 2.02
C -2.82 -1.46 2.87
C -3.14 -2.78 2.66
C -2.59 -3.51 1.60
C -1.74 -2.80 0.74
N -1.36 -1.54 0.97
H -0.05 5.88 -2.53
H -0.38 6.95 -0.22
H -0.75 5.30 1.70
H 0.05 3.45 -2.70
H -1.03 4.28 3.12
H -2.15 2.75 4.76
H -1.98 0.29 4.37
H -3.30 -0.77 3.62
H -3.93 -3.25 3.23
H -2.80 -4.58 1.54
H -1.39 -3.26 -0.19
S 7.28 3.59 -3.82
N 6.84 3.08 -2.35
C 5.61 2.57 -2.46
C 4.89 2.14 -1.31
C 5.27 2.38 0.04
C 4.39 2.06 1.04
C 3.15 1.54 0.72
N 2.68 1.38 -0.52
C 3.54 1.65 -1.51
C 3.05 1.59 -2.85
N 1.82 1.13 -3.07
C 1.24 1.17 -4.25
C 1.98 1.36 -5.45
C 3.27 1.82 -5.31
C 3.81 2.04 -4.02
C 5.12 2.56 -3.81
N 5.94 3.23 -4.68
H 6.26 2.77 0.20
H 4.64 2.22 2.08
H 2.49 1.26 1.55
H 0.17 1.02 -4.25
H 1.49 1.10 -6.38
H 4.03 1.94 -6.10
O 2.03 -3.35 0.49
S 1.85 -2.28 -0.47
O 0.70 -2.36 -1.33
O 1.71 -1.00 0.28
S 3.44 -2.22 -1.68
C -5.25 2.48 -4.43
C -3.91 2.10 -5.08
C -4.16 1.23 -6.34
O -2.98 1.54 -4.12
P -2.90 0.17 -3.29
S -1.31 -0.79 -3.88
S -2.82 0.85 -1.49
O -4.34 -0.53 -3.66
C -4.55 -1.98 -3.38
C -4.36 -2.30 -1.95
C -5.97 -2.19 -3.89
H -6.00 2.69 -5.19
H -5.18 3.33 -3.73
H -5.61 1.61 -3.84
H -3.33 3.00 -5.40
H -4.87 0.39 -6.14
H -3.25 0.74 -6.75
H -4.63 1.88 -7.08
H -3.80 -2.46 -4.02
H -4.91 -1.58 -1.29
H -3.30 -2.23 -1.64
H -4.66 -3.28 -1.61
H -6.70 -1.56 -3.36
H -6.33 -3.23 -3.69
H -6.04 -2.01 -5.00
C 4.18 -1.44 5.76
C 2.79 -1.85 6.19
N 2.37 -3.16 5.71
C 2.42 -4.27 6.59
C 1.12 -5.02 6.89
C 2.22 -3.27 4.34
C 2.08 -4.67 3.66
N 2.15 -2.18 3.64
H 4.42 -0.46 6.27
H 4.29 -1.30 4.68
H 4.95 -2.23 5.99
H 2.01 -1.10 5.86
H 2.66 -1.97 7.29
H 2.91 -3.87 7.54
H 3.21 -5.01 6.25
H 0.30 -4.29 6.88
H 1.10 -5.47 7.93
H 0.93 -5.79 6.09
H 1.01 -4.89 3.75
H 2.72 -5.40 4.19
H 2.41 -4.51 2.64
H 2.15 -2.36 2.63
```

Results
energy above the lowest of the compared OMol25 structures with the same formula, charge and spin = 1.146 eV
orbital gap = 4.7 eV
molecular weight = 998.8 g/mol
net charge = -1
LUMO level = 1.4 eV

Löwdin atomic charge list, values in e, 5 entries: 1.10, -0.05, -0.08, -0.02, -0.18

---

# 2
Below is a cluster of 9 separate species, C39H46Br3F3O15 in total at a distorted geometry, with properties calculated with ωB97M-V/def2-TZVPD.

```
106
Properties=species:S:1:pos:R:3
C 26.02 15.75 12.88
C 26.22 16.37 11.45
C 25.00 16.76 10.68
O 25.24 18.09 10.19
C 26.48 18.50 10.63
O 27.14 19.49 10.23
O 26.93 17.60 11.43
H 25.17 16.23 13.36
H 26.88 15.99 13.51
H 25.78 14.69 12.81
H 26.69 15.58 10.86
H 24.16 16.79 11.38
H 24.83 16.13 9.80
C 28.95 21.07 12.37
C 28.48 22.44 11.89
C 26.90 22.48 11.70
O 26.52 23.52 12.49
C 27.50 23.91 13.37
O 27.47 24.86 14.15
O 28.64 23.24 13.03
H 29.96 21.25 12.74
H 29.05 20.33 11.57
H 28.37 20.61 13.17
H 29.03 22.67 10.97
H 26.41 21.58 12.08
H 26.57 22.55 10.66
C 28.44 16.70 17.48
C 27.18 15.89 17.03
C 26.38 15.16 18.13
O 25.13 15.76 18.03
C 24.99 16.46 16.90
O 23.95 17.00 16.53
O 26.22 16.73 16.36
H 29.10 16.05 18.07
H 28.04 17.58 17.98
H 28.97 16.93 16.56
H 27.55 15.14 16.34
H 26.86 15.51 19.05
H 26.43 14.07 18.09
C 28.76 20.80 17.81
C 28.49 21.85 16.77
C 28.39 23.23 17.41
O 29.43 23.99 16.88
C 30.11 23.22 16.00
O 31.11 23.58 15.42
O 29.57 22.01 15.85
H 28.99 19.84 17.35
H 27.98 20.74 18.57
H 29.64 21.05 18.41
H 27.57 21.52 16.28
H 28.46 23.12 18.49
H 27.42 23.69 17.20
C 23.56 25.42 13.97
C 24.31 25.69 12.55
C 23.79 24.74 11.52
O 23.42 25.60 10.45
C 23.38 26.85 10.83
O 23.02 27.76 10.11
O 23.83 26.94 12.07
H 23.88 24.48 14.41
H 22.49 25.41 13.76
H 23.78 26.14 14.75
H 25.40 25.66 12.62
H 22.93 24.16 11.86
H 24.52 23.98 11.26
F 21.60 18.46 15.62
C 20.90 17.69 14.82
C 21.41 16.47 14.42
C 20.69 15.67 13.54
C 19.49 16.15 13.02
C 18.96 17.43 13.44
C 19.66 18.16 14.40
H 22.37 16.11 14.76
H 21.04 14.69 13.25
H 19.00 15.50 12.32
H 18.02 17.80 13.06
H 19.30 19.11 14.75
F 18.68 18.58 7.76
C 19.33 18.86 8.82
C 18.81 19.76 9.78
C 19.51 20.15 10.89
C 20.69 19.51 11.18
C 21.26 18.64 10.19
C 20.61 18.31 8.98
H 17.82 20.13 9.57
H 19.14 20.86 11.62
H 21.19 19.73 12.11
H 22.18 18.09 10.33
H 21.12 17.69 8.25
F 25.06 21.11 17.21
C 24.52 22.15 17.90
C 23.42 22.80 17.35
C 22.89 23.97 17.93
C 23.47 24.47 19.06
C 24.58 23.82 19.64
C 25.10 22.62 19.10
H 23.00 22.53 16.39
H 22.09 24.44 17.37
H 23.09 25.39 19.46
H 24.96 24.11 20.60
H 25.97 22.16 19.56
C 24.62 19.85 14.46
Br 26.54 19.36 14.54
Br 23.66 18.68 13.20
Br 24.43 21.77 13.97
H 24.23 19.72 15.47
```

Results
orbital gap (spin up / spin down) = 7.3 / 2.9 eV
molecular weight = 1051.5 g/mol
net charge = +1
spin multiplicity = 2
LUMO level (spin up / spin down) = -4.0 / -8.3 eV
⟨S²⟩ = 0.765

Löwdin atomic charge list, values in e, 5 entries: 0.00, -0.28, -0.14, 0.02, -0.52

---

# 3
Below is a structure of composition C39H46ClN8O2SSm at a distorted geometry, with properties calculated with ωB97M-V/def2-TZVPD.

```
98
Properties=species:S:1:pos:R:3
Sm -0.35 -1.55 0.70
C 4.04 5.52 -1.77
C 3.86 4.15 -1.95
C 3.30 3.96 -3.27
C 3.19 5.22 -3.89
C 3.66 6.19 -2.97
H 4.43 5.97 -0.90
H 3.98 3.36 -1.29
H 2.95 3.04 -3.70
H 2.83 5.34 -4.91
H 3.72 7.29 -3.12
C 3.51 -1.36 3.86
N 2.90 -0.15 3.30
C 3.19 1.08 3.97
C 2.67 2.10 3.00
N 2.20 1.32 1.82
C 1.35 1.98 0.81
C 2.36 -0.03 2.04
N 2.03 -1.07 1.27
C 3.07 -1.66 0.40
C 2.57 -3.01 -0.13
N 1.17 -2.99 -0.44
C 0.74 -3.93 -1.29
N 0.99 -5.28 -1.12
C 1.08 -6.00 0.18
C 0.31 -5.94 -2.27
C 0.24 -4.88 -3.35
N 0.36 -3.70 -2.56
C 0.37 -2.38 -3.18
H 4.40 -1.66 3.29
H 2.75 -2.20 3.91
H 3.88 -1.15 4.88
H 4.30 1.18 4.22
H 2.67 1.13 4.93
H 3.48 2.77 2.70
H 1.88 2.77 3.40
H 1.72 2.98 0.68
H 0.34 2.17 1.15
H 1.33 1.42 -0.14
H 4.00 -1.77 1.01
H 3.22 -1.00 -0.52
H 2.73 -3.80 0.60
H 3.16 -3.23 -1.00
H 2.01 -5.74 0.65
H 1.12 -7.06 -0.11
H 0.21 -5.84 0.81
H -0.78 -6.16 -1.97
H 0.87 -6.87 -2.51
H -0.73 -5.01 -3.79
H 1.00 -4.95 -4.11
H 0.49 -1.63 -2.43
H -0.60 -2.13 -3.66
H 1.11 -2.34 -3.96
S -1.69 -3.63 -0.31
Cl 0.01 -3.70 5.09
C -0.39 -1.96 5.20
C 0.13 -1.19 6.20
C -0.04 0.18 6.06
C -0.80 0.72 5.02
C -1.24 -0.14 3.98
C -1.13 -1.54 4.06
C -1.57 -2.45 3.10
H 0.69 -1.60 7.01
H 0.40 0.92 6.73
H -1.05 1.76 5.10
H -1.71 0.35 3.09
H -2.52 -2.29 2.75
H -1.34 -3.48 3.07
O 0.69 0.74 -3.09
C -0.42 0.75 -2.53
N -1.61 1.35 -2.92
C -2.61 1.32 -1.82
C -1.80 0.40 -0.81
O -2.15 0.02 0.38
N -0.60 0.15 -1.26
C -2.78 2.77 -1.19
C -1.63 3.52 -1.05
C -1.64 4.90 -0.71
C -2.81 5.41 -0.14
C -3.95 4.60 -0.10
C -3.98 3.31 -0.67
C -4.00 0.68 -2.18
C -4.89 1.36 -3.02
C -5.98 0.77 -3.65
C -6.11 -0.61 -3.40
C -5.37 -1.28 -2.45
C -4.28 -0.66 -1.89
H -1.67 1.99 -3.75
H -0.67 3.09 -1.27
H -0.72 5.48 -0.81
H -2.86 6.47 0.18
H -4.85 5.00 0.41
H -4.90 2.77 -0.66
H -4.70 2.37 -3.32
H -6.65 1.43 -4.33
H -6.82 -1.10 -4.02
H -5.62 -2.24 -2.12
H -3.65 -1.19 -1.19
```

Results
energy above the lowest of the compared OMol25 structures with the same formula, charge and spin = 1.290 eV
orbital gap = 4.9 eV
molecular weight = 876.7 g/mol
net charge = -2
spin multiplicity = 6
LUMO level = 4.0 eV
⟨S²⟩ = 8.765

Löwdin atomic charge list, values in e, 5 entries: 1.34, -0.25, -0.22, -0.22, -0.25

---

# 4
Below is a structure of composition C39H46FeN7O5P at a distorted geometry, with properties calculated with ωB97M-V/def2-TZVPD.

```
99
Properties=species:S:1:pos:R:3
Fe 0.34 -0.38 -0.09
C 0.79 1.64 2.50
C 2.04 0.80 2.84
N 2.22 -0.32 1.96
C 3.51 -0.56 1.35
C 3.53 -0.32 -0.19
N 2.43 0.55 -0.59
C 2.60 1.92 -0.09
C 1.25 2.53 0.24
N 0.44 1.63 1.07
H 0.93 2.66 2.86
H -0.08 1.24 3.03
H 1.94 0.51 3.89
H 2.92 1.43 2.80
H 1.74 -1.17 2.22
H 3.83 -1.59 1.53
H 4.26 0.08 1.83
H 3.44 -1.26 -0.73
H 4.50 0.11 -0.46
H 2.34 0.55 -1.60
H 3.12 2.56 -0.82
H 3.24 1.89 0.79
H 0.71 2.70 -0.68
H 1.39 3.51 0.72
H -0.52 1.93 0.98
O -1.46 -1.68 -0.70
C -1.41 -0.51 -1.10
C -2.57 -0.06 -1.96
C -3.74 -0.82 -1.99
C -4.86 -0.36 -2.64
C -4.83 0.87 -3.28
C -3.67 1.63 -3.28
C -2.53 1.17 -2.64
P -0.94 2.11 -2.74
C -1.35 3.57 -1.72
C -2.22 3.45 -0.64
C -2.36 4.48 0.28
C -1.63 5.65 0.13
C -0.75 5.78 -0.94
C -0.61 4.75 -1.85
C -1.08 2.72 -4.47
C -0.56 1.88 -5.45
C -0.65 2.20 -6.79
C -1.23 3.40 -7.18
C -1.74 4.26 -6.21
C -1.67 3.92 -4.87
H -3.73 -1.77 -1.47
H -5.77 -0.96 -2.65
H -5.72 1.25 -3.78
H -3.66 2.58 -3.80
H -2.81 2.54 -0.52
H -3.05 4.38 1.11
H -1.74 6.46 0.84
H -0.18 6.69 -1.06
H 0.10 4.85 -2.66
H -0.09 0.94 -5.15
H -0.24 1.53 -7.54
H -1.29 3.66 -8.23
H -2.21 5.19 -6.51
H -2.09 4.59 -4.13
O 1.29 -1.84 -1.58
C 1.42 -2.68 -0.66
O 1.13 -2.40 0.54
C 1.96 -4.04 -0.98
C 2.18 -4.96 0.04
C 2.69 -6.23 -0.22
C 2.97 -6.53 -1.53
O 3.46 -7.69 -2.05
C 3.61 -7.48 -3.45
O 3.10 -6.18 -3.75
C 2.75 -5.62 -2.55
C 2.25 -4.37 -2.31
H 1.93 -4.66 1.05
H 2.86 -6.95 0.57
H 3.04 -8.23 -3.99
H 4.67 -7.52 -3.71
H 2.07 -3.64 -3.10
C -2.36 -0.44 2.53
N -3.33 -0.89 3.54
C -3.79 -2.23 3.15
N -2.68 -3.18 3.05
C -1.73 -2.68 2.05
N -1.21 -1.34 2.41
C -0.58 -1.47 3.73
N -1.50 -1.94 4.77
C -2.63 -1.00 4.82
C -2.02 -3.25 4.35
H -2.01 0.56 2.81
H -2.85 -0.38 1.56
H -4.29 -2.16 2.18
H -4.50 -2.59 3.89
H -2.21 -2.62 1.08
H -0.88 -3.36 1.97
H -0.17 -0.50 4.05
H 0.25 -2.19 3.65
H -2.26 -0.02 5.11
H -3.34 -1.35 5.58
H -2.72 -3.61 5.10
H -1.18 -3.95 4.29
```

Results
energy above the lowest of the compared OMol25 structures with the same formula, charge and spin = 0.127 eV
orbital gap (spin up / spin down) = 7.2 / 7.9 eV
molecular weight = 779.7 g/mol
net charge = 0
spin multiplicity = 5
LUMO level (spin up / spin down) = 0.5 / 0.5 eV
⟨S²⟩ = 6.016

Löwdin atomic charge list, values in e, 5 entries: 0.82, -0.18, -0.20, -0.07, -0.18